141
Properties=species:S:1:pos:R:3:forces:R:3:mulliken_charge:R:1 method="wB97M-V/def2-TZVPD" e_tot_ev=-85817.300 orbital_gap_ev=6.7 e_above_lowest_ev=0.392 charge=+1 lumo_energy_ev=-3.3
Ca -2.9204 0.7200 -1.1239 1.64 -0.10 1.10 0.981
O 0.9711 0.5080 0.2398 -0.38 0.18 -0.19 1.150
C -0.2929 0.5163 -0.1614 -1.73 -0.63 -0.37 0.399
O -1.1335 1.3021 0.3609 -0.21 1.09 0.49 -1.712
O -0.7366 -0.2868 -1.0347 0.72 -0.31 -0.53 -0.233
H 1.0386 1.2755 0.8564 0.24 0.09 0.17 -0.618
C -3.1234 -5.3659 -1.5636 -0.22 -0.82 0.23 -0.737
C -2.1629 -4.3784 -2.2079 0.49 0.16 0.69 -0.559
C -1.8447 -3.4118 -1.0330 0.19 -0.13 -0.40 1.291
O -2.3780 -3.9914 0.1393 -0.37 -0.22 0.45 -0.129
C -2.6312 -5.3723 -0.1236 0.15 0.14 0.21 -0.500
H -3.0972 -6.3801 -1.9674 0.14 0.14 -0.27 0.408
H -4.1694 -5.0567 -1.5909 0.04 0.23 0.01 0.245
H -2.5132 -3.8398 -3.0846 -0.10 -0.20 -0.11 0.396
H -1.2362 -4.9086 -2.4304 -0.05 0.04 -0.35 0.274
H -2.2879 -2.4172 -1.1872 -0.06 -0.06 0.16 -0.714
H -0.7666 -3.2784 -0.9050 -0.05 0.12 -0.11 -0.585
H -3.3149 -5.7966 0.6128 -0.39 0.48 -0.07 0.301
H -1.7187 -5.9595 0.0428 0.23 0.10 -0.50 0.203
C 1.7861 2.6215 4.2967 0.56 0.55 0.65 -1.001
C 3.0417 2.3580 3.4937 0.69 -0.40 -0.85 -0.210
C 2.7063 2.9960 2.1396 0.59 -0.15 0.62 0.374
O 1.3196 2.7169 2.0056 -0.58 -0.02 -1.47 -0.454
C 0.6700 2.5423 3.2497 0.56 0.04 1.34 0.425
H 1.8569 3.6301 4.7162 -0.17 0.01 -0.09 0.317
H 1.6815 1.9591 5.1554 -0.18 -0.17 -0.19 0.380
H 3.1741 1.2803 3.3443 -0.10 0.01 -0.08 -0.122
H 4.0014 2.7073 3.8765 -0.27 0.24 0.34 0.541
H 3.2767 2.5824 1.3054 -0.37 -0.41 -0.03 -0.516
H 2.9445 4.0653 2.0791 -0.47 0.11 0.41 0.371
H 0.1773 1.5707 3.3003 -0.12 0.04 -0.34 -0.393
H -0.0409 3.3387 3.4821 -0.20 -0.05 -0.53 0.297
C 5.5209 -0.4965 2.0343 -0.13 -0.75 -0.67 -0.316
C 4.7385 0.1193 0.8808 0.03 1.69 0.15 1.171
C 5.2569 -0.5573 -0.3917 0.23 -0.88 0.96 0.086
O 6.4405 -1.2786 0.0150 -0.29 -0.09 0.04 -0.493
C 6.8003 -0.9243 1.3489 0.33 -0.04 -0.34 -0.761
H 4.9713 -1.4069 2.2908 0.16 0.07 0.48 -0.054
H 5.7013 0.1233 2.9082 -0.22 0.11 0.00 0.442
H 4.9744 1.1870 0.7777 0.09 -0.04 0.24 -0.140
H 3.6654 0.1054 1.0847 -0.06 -0.38 -0.43 -0.622
H 5.5448 0.1531 -1.1621 -0.27 -0.01 -0.15 0.100
H 4.5446 -1.3017 -0.7510 0.07 0.13 -0.39 -0.103
H 7.5508 -0.1277 1.2996 -0.04 0.12 0.21 0.318
H 7.2488 -1.7952 1.8273 0.09 0.00 -0.11 0.377
C -4.3841 4.2008 1.4930 0.60 0.01 0.72 -0.700
C -5.7586 3.5870 1.1930 0.21 0.02 0.10 -0.646
C -5.4325 2.2276 0.5940 0.17 -0.26 -1.50 -0.785
O -4.0002 2.2104 0.3658 0.25 -0.55 0.18 0.712
C -3.3904 3.0367 1.3799 -0.59 0.96 0.44 -0.495
H -4.3320 4.6720 2.4760 -0.07 -0.18 0.06 0.447
H -4.0892 4.9954 0.8068 -0.29 -0.14 -0.30 0.279
H -6.2520 4.2565 0.4925 -0.43 -0.31 0.03 0.286
H -6.3724 3.4131 2.0743 0.00 0.44 0.05 0.338
H -5.8541 2.0928 -0.4102 -0.17 0.14 0.13 0.195
H -5.7333 1.3368 1.1487 0.09 0.30 0.52 0.441
H -2.4073 3.3980 1.0954 0.07 -0.47 -0.35 0.019
H -3.3064 2.5018 2.3257 -0.03 -0.26 -0.12 0.500
C 4.5344 4.0564 -2.6615 0.05 0.60 0.59 -0.690
C 4.3269 2.6587 -2.1038 0.46 -0.24 0.32 -0.159
C 2.8156 2.4630 -2.1737 0.04 -0.34 -0.64 1.371
O 2.2258 3.7579 -2.3074 -0.35 0.37 0.03 -0.427
C 3.2398 4.7572 -2.2474 0.40 -0.23 0.01 -0.632
H 4.7061 4.0665 -3.7364 -0.19 0.00 -0.04 0.298
H 5.3487 4.5942 -2.1714 0.24 -0.23 -0.22 0.342
H 4.6951 2.6125 -1.0742 -0.23 0.13 0.08 -0.068
H 4.8959 1.8863 -2.6206 -0.24 0.01 -0.24 0.340
H 2.4186 1.9052 -1.3213 -0.06 0.28 0.11 -0.697
H 2.5325 1.9063 -3.0728 0.13 -0.10 0.04 -0.106
H 3.3042 5.1320 -1.2196 0.14 -0.04 0.06 0.278
H 3.0437 5.6219 -2.8820 -0.50 -0.22 -0.15 0.358
C 1.4499 -2.2754 -3.0967 0.16 0.16 1.33 0.388
C 2.5522 -2.9107 -3.9254 -0.42 -0.24 -0.62 -0.864
C 3.1922 -1.6811 -4.5614 -0.15 -0.77 -0.56 -0.650
O 3.2557 -0.7725 -3.4857 -0.08 0.66 -0.16 -0.491
C 2.0501 -0.9002 -2.7075 0.39 -1.06 -0.42 2.544
H 1.2676 -2.8569 -2.1900 -0.15 -0.01 -0.06 -0.534
H 0.4795 -2.1487 -3.5770 0.17 -0.12 -0.41 0.406
H 2.1359 -3.6602 -4.6026 0.21 0.18 -0.25 0.456
H 3.2880 -3.4254 -3.3070 -0.02 0.12 0.16 0.286
H 2.5969 -1.3144 -5.4120 -0.28 0.18 0.26 0.233
H 4.1701 -1.8758 -5.0032 0.24 0.17 0.50 0.451
H 1.3209 -0.1225 -2.9246 0.26 0.32 0.22 -1.347
H 2.3884 -0.9041 -1.6741 -0.34 0.39 0.15 -1.015
C 2.6544 -3.2312 1.9509 0.45 0.74 -0.67 -0.506
C 2.0085 -4.4772 2.5330 0.05 0.41 0.09 -0.445
C 1.6231 -5.2536 1.2703 0.46 0.14 0.84 -0.674
O 1.2144 -4.2455 0.3692 -0.02 -0.22 -0.63 -0.431
C 1.9466 -3.0241 0.6019 -0.96 -0.47 0.51 0.804
H 3.7252 -3.4078 1.8189 -0.04 -0.03 -0.16 0.398
H 2.5729 -2.3122 2.5351 -0.10 -0.21 0.28 0.190
H 1.0976 -4.2160 3.0766 0.05 -0.09 0.10 -0.119
H 2.7318 -4.9351 3.2064 -0.31 -0.44 -0.01 0.504
H 0.8051 -5.9391 1.4855 -0.17 0.05 -0.32 0.463
H 2.4701 -5.8356 0.8920 0.04 0.06 -0.15 0.262
H 1.1499 -2.2782 0.6700 0.31 0.34 -0.01 -0.689
H 2.5822 -2.7710 -0.2479 0.21 -0.19 0.07 0.152
C -0.2717 -1.3206 3.2428 0.32 -0.85 -0.06 -0.467
C -1.3394 -1.8447 2.2642 -0.20 1.45 -0.04 0.662
N -2.5354 -2.3666 2.9176 0.09 -0.74 -0.72 0.772
C -3.2233 -1.4510 3.8013 -0.48 0.05 -0.02 -0.729
C -3.4399 -0.0619 3.2230 0.45 0.63 0.09 -0.469
C -2.2415 -3.6277 3.5833 0.07 -0.03 1.11 -0.280
C -3.4429 -4.4953 3.9342 0.04 -0.04 0.02 -1.523
H 0.5356 -0.7330 2.8003 -0.28 0.13 -0.37 -0.411
H 0.2523 -2.1662 3.6993 -0.19 0.11 0.32 0.158
H -0.7615 -0.7245 4.0118 0.20 0.01 0.15 0.574
H -1.6571 -0.9764 1.6755 -0.02 -0.09 -0.13 -0.799
H -0.9755 -2.5543 1.5268 0.11 -0.31 0.26 -0.078
H -4.1975 -1.8714 4.0609 0.00 -0.11 -0.16 0.466
H -2.7209 -1.3540 4.7783 0.21 0.14 -0.01 0.438
H -2.4803 0.4042 2.9773 -0.06 0.06 0.10 -0.366
H -4.0403 0.0325 2.3136 -0.10 -0.58 -0.03 0.096
H -3.9212 0.5822 3.9627 0.00 -0.10 0.09 0.547
H -1.7243 -3.3730 4.5272 0.07 -0.28 0.08 0.442
H -1.5426 -4.2550 3.0280 -0.01 0.38 -0.45 0.008
H -4.1304 -4.0033 4.6231 -0.16 0.08 -0.25 0.429
H -3.1179 -5.3917 4.4662 0.18 0.01 -0.08 0.440
H -3.9459 -4.8271 3.0253 -0.23 0.16 0.07 0.236
C -0.9240 1.0751 -4.1034 -0.77 -0.37 -0.18 -1.420
C -1.1528 2.3423 -3.2922 0.57 -0.36 -0.26 -0.521
N -2.5329 2.4491 -2.7406 0.57 0.30 -0.26 1.685
C -2.6260 3.7189 -1.9875 -0.24 0.97 0.24 -0.163
C -2.5130 5.0310 -2.7792 -0.05 -0.14 0.11 -1.617
C -3.4929 2.4161 -3.8536 -1.03 0.04 0.02 -0.941
C -4.9474 2.6805 -3.4428 0.63 -0.37 0.18 -1.159
H 0.1120 0.8805 -4.3690 0.10 0.37 0.14 0.487
H -1.4949 1.1078 -5.0331 0.12 -0.03 -0.05 0.461
H -1.2587 0.1817 -3.5613 0.09 0.03 0.08 0.071
H -0.4255 2.3760 -2.4787 -0.18 0.15 0.16 0.200
H -0.9621 3.2030 -3.9385 0.05 0.05 0.09 0.438
H -3.5785 3.7396 -1.4575 -0.08 -0.10 -0.12 -0.003
H -1.8779 3.7678 -1.1930 0.22 -0.52 -0.15 0.046
H -3.2876 5.1090 -3.5421 0.08 0.10 -0.06 0.301
H -2.6576 5.8519 -2.0755 -0.11 -0.02 0.00 0.520
H -1.5348 5.2050 -3.2243 -0.02 -0.19 -0.10 0.321
H -3.5424 1.4075 -4.2695 0.55 0.07 -0.17 0.475
H -3.2156 3.1194 -4.6449 0.17 -0.14 -0.04 0.401
H -5.1376 3.6994 -3.1156 -0.12 0.00 -0.08 0.261
H -5.2046 1.9913 -2.6272 -0.22 0.13 0.04 0.087
H -5.5636 2.4063 -4.2962 -0.23 0.24 0.07 0.478